One molecule with the formula C22H27NO2S, computed with ωB97M-V with the def2-TZVPD basis set.

Each line ends with the Mulliken charge.
Cartesian coordinates (Å):
1 C -5.29 -3.24 -0.65  -0.630
2 O -5.40 -1.86 -0.92  -0.450
3 C -4.24 -1.12 -0.63  -0.166
4 C -3.22 -1.18 -1.77  -0.455
5 S -1.64 -0.43 -1.28  -0.054
6 C -2.22 1.18 -0.75  0.650
7 C -2.73 2.07 -1.67  -0.720
8 C -3.19 3.30 -1.24  -0.598
9 C -3.13 3.64 0.10  -0.719
10 C -2.60 2.75 1.02  0.090
11 C -2.14 1.51 0.60  -0.150
12 C -1.67 0.47 1.58  0.117
13 O -2.46 -0.33 2.06  -0.701
14 N -0.36 0.50 1.90  0.115
15 C 0.62 1.35 1.27  -1.108
16 C 1.52 0.53 0.34  -0.184
17 C 2.17 -0.62 1.10  0.491
18 C 3.02 -1.49 0.16  -1.387
19 C 4.17 -0.73 -0.41  0.323
20 C 4.12 -0.20 -1.69  -0.189
21 C 5.19 0.54 -2.19  -0.666
22 C 6.31 0.75 -1.42  -0.403
23 C 6.37 0.23 -0.14  -0.651
24 C 5.31 -0.50 0.36  -0.240
25 C 1.08 -1.46 1.77  -0.693
26 C 0.21 -0.58 2.67  -1.094
27 H -6.28 -3.66 -0.81  0.269
28 H -4.98 -3.41 0.39  0.282
29 H -4.58 -3.74 -1.32  0.246
30 H -4.58 -0.08 -0.51  0.168
31 H -3.78 -1.45 0.31  0.272
32 H -3.60 -0.69 -2.66  0.291
33 H -2.97 -2.21 -2.01  0.446
34 H -2.78 1.80 -2.72  0.468
35 H -3.60 4.00 -1.96  0.398
36 H -3.49 4.60 0.43  0.398
37 H -2.56 3.00 2.07  0.492
38 H 0.12 2.15 0.72  0.485
39 H 1.23 1.80 2.07  0.379
40 H 2.28 1.18 -0.09  0.417
41 H 0.90 0.13 -0.47  -0.083
42 H 2.82 -0.21 1.87  0.209
43 H 2.38 -1.86 -0.65  0.440
44 H 3.39 -2.35 0.72  0.480
45 H 3.25 -0.36 -2.30  0.381
46 H 5.13 0.94 -3.20  0.379
47 H 7.14 1.32 -1.81  0.377
48 H 7.25 0.39 0.47  0.376
49 H 5.36 -0.91 1.36  0.396
50 H 1.52 -2.26 2.36  0.427
51 H 0.44 -1.91 1.00  0.216
52 H -0.61 -1.15 3.10  0.520
53 H 0.81 -0.15 3.48  0.345

**ΔE to the lowest compared entry with this formula, charge and spin**: 1.4 kcal per mole
**Electronic energy**: -39673.102 eV
**SMILES**: COCCSc1ccccc1C(=O)N1CCC(Cc2ccccc2)CC1
**Charge**: 0
**LUMO energy**: 0.6 eV
**Molar mass**: 369.5 g/mol
**Orbital gap**: 9.2925 eV

=====

C6H14IN2 as an isolated structure, computed with ωB97M-V with the def2-TZVPD basis set.

Each line ends with the Mulliken charge.
Cartesian coordinates (Å):
1 C -2.61 -1.55 -0.80  -0.254
2 C -1.47 0.41 -0.13  -0.611
3 C -1.78 -2.54 -1.05  -0.525
4 C 2.63 1.56 0.19  -0.317
5 C 2.66 1.23 -1.25  -0.814
6 C -2.76 -0.62 1.54  -0.790
7 N -2.34 -0.45 0.18  0.184
8 N 3.79 1.56 0.78  -0.303
9 I 0.94 -0.50 0.97  -0.215
10 H 1.83 2.07 0.66  0.625
11 H -3.63 -1.59 -1.19  0.364
12 H -1.31 1.34 0.34  0.458
13 H -1.02 0.51 -1.16  0.348
14 H -0.82 -2.53 -0.64  0.163
15 H -2.00 -3.37 -1.72  0.285
16 H 3.02 2.08 -1.81  0.376
17 H 1.61 1.12 -1.36  0.096
18 H 3.29 0.33 -1.38  0.397
19 H -1.85 -0.94 2.14  0.283
20 H -3.10 0.28 1.83  0.408
21 H -3.61 -1.37 1.70  0.301
22 H 4.60 1.15 0.34  0.241
23 H 3.91 1.82 1.81  0.301

**ΔE to the lowest compared entry with this formula, charge and spin**: 39.2 kcal per mole
**Electronic energy**: -17521.360 eV
**Charge**: +1
**LUMO energy**: -3.4 eV
**Molar mass**: 241.1 g/mol
**Orbital gap**: 8.6190 eV